Computed, not measured: a cluster of 6 separate species, C27H30O15 in total in a non-equilibrium geometry, with ωB97M-V/def2-TZVPD.

Summary:
SMILES ... O=C1C=C(O)C(=O)C=C1O.O=C1C=C(O)C(=O)C=C1O.O=C1C=C(O)C(=O)C=C1O.CC(C)=O.CC(C)=O.CC(C)=O
E_HOMO ... -8.681 eV
Strongest force on any atom ... 12.9 eV Å⁻¹
Frontier orbital gap ... 0.219 Eh
Total energy ... -2174.84367 Eh
LUMO energy ... -2.721 eV

Each line ends with the Löwdin charge.
Geometry (Å):
C 3.616 -0.760 -1.905  0.1504
C 3.757 0.776 -1.615  -0.1604
C 4.019 1.693 -2.535  -0.3996
O 4.254 2.927 -2.289  0.0754
C 4.346 1.198 -3.910  0.1163
C 4.263 -0.307 -4.272  -0.0634
C 3.887 -1.273 -3.245  -0.4481
O 3.880 -2.424 -3.521  0.1706
O 4.345 -0.697 -5.670  0.0649
O 3.464 1.128 -0.272  0.0457
H 3.205 -1.537 -1.133  0.1408
H 4.544 2.030 -4.644  0.1268
H 4.522 -0.025 -6.262  0.0553
H 3.462 2.075 -0.179  0.0963
C -3.529 -1.020 3.918  0.1451
C -4.401 -1.169 5.263  -0.0840
C -3.856 -0.875 6.587  -0.4180
O -4.445 -1.061 7.629  0.1217
C -2.616 -0.089 6.555  0.1302
C -1.608 -0.039 5.311  -0.1084
C -2.130 -0.515 4.046  -0.4078
O -1.540 -0.343 3.020  0.1036
O -0.343 0.369 5.448  0.1395
O -5.624 -1.752 5.253  0.1514
H -3.916 -1.183 2.973  0.0567
H -2.446 0.264 7.533  0.0860
H -0.258 0.911 6.161  0.0742
H -5.978 -1.918 6.017  0.0175
C -0.175 2.592 -5.163  0.1273
C 0.155 1.414 -6.036  -0.1069
C 0.489 0.137 -5.558  -0.4235
O 0.520 -0.802 -6.292  0.1265
C 0.510 -0.089 -4.071  0.1490
C 0.372 1.174 -3.149  -0.0960
C -0.102 2.434 -3.754  -0.3459
O -0.313 3.388 -2.949  0.0889
O 0.479 1.105 -1.756  0.0068
O 0.056 1.489 -7.447  0.0427
H -0.569 3.382 -5.545  0.0539
H 0.763 -0.997 -3.839  0.0331
H 0.731 0.130 -1.356  0.1646
H 0.182 0.576 -7.849  0.1333
C -1.145 -1.403 -0.102  -0.0455
C 0.112 -2.249 -0.064  -0.4167
O 0.985 -2.152 -0.972  0.0118
C 0.448 -2.968 1.219  -0.0253
H -2.239 -1.884 0.141  0.1331
H -1.315 -1.228 -1.116  0.0256
H -1.354 -0.369 0.523  0.1294
H 0.558 -2.122 2.124  0.1350
H 1.417 -3.373 1.412  0.0552
H -0.106 -3.840 1.513  0.0697
C -3.959 0.765 0.263  -0.0150
C -3.966 0.302 -1.196  -0.3851
O -3.105 0.812 -1.968  0.0264
C -5.040 -0.657 -1.707  0.0386
H -2.973 1.210 0.634  0.1140
H -4.244 0.026 0.980  0.0528
H -4.628 1.511 0.319  0.0399
H -5.144 -0.597 -2.659  0.0342
H -5.831 -0.227 -1.478  0.0077
H -4.756 -1.547 -1.226  0.0930
C 2.927 2.008 3.822  -0.0117
C 3.559 0.581 3.661  -0.4938
O 4.527 0.330 4.402  0.0390
C 2.813 -0.318 2.850  -0.0405
H 3.851 2.687 3.891  0.1144
H 2.184 1.804 4.568  0.0583
H 2.424 2.228 2.856  0.0715
H 2.715 0.105 1.887  0.0549
H 1.855 -0.580 3.297  0.0923
H 3.459 -1.168 2.625  0.1042